1.
{"formula": "C5H12O", "method": "the ωB97M-V functional and the def2-TZVPD basis", "smiles": "CC=C(C)C.O", "charge": 0, "symbols": ["C", "C", "C", "C", "C", "H", "H", "H", "H", "H", "H", "H", "H", "H", "H", "O", "H", "H"], "xyz": [[0.280, -0.582, -2.074], [0.585, -0.778, -0.634], [-0.294, -0.404, 0.258], [-0.340, -0.715, 1.743], [-1.489, 0.493, 0.010], [-0.095, 0.355, -2.204], [1.193, -0.718, -2.692], [-0.563, -1.151, -2.315], [1.433, -1.384, -0.418], [-1.290, -0.779, 2.404], [0.331, -0.066, 2.286], [0.079, -1.668, 1.946], [-1.533, 1.233, -0.906], [-1.518, 1.314, 0.719], [-2.432, -0.024, -0.016], [2.109, 1.767, 0.919], [2.297, 1.419, 0.008], [1.247, 1.689, 0.965]], "forces_ev_per_a": [[2.60, -0.72, 0.22], [-0.22, -0.53, -0.60], [-2.48, 1.19, 2.17], [0.07, -0.62, 1.39], [0.18, 2.56, -2.67], [-0.60, 3.02, -0.64], [-0.94, -0.18, 0.05], [-0.84, -1.64, -0.90], [0.48, -0.47, 0.58], [0.93, 0.65, -1.98], [0.15, 0.62, 0.23], [0.65, -1.18, -0.06], [0.52, -2.01, 0.86], [-0.17, -0.42, 1.03], [-0.39, -0.31, 0.29], [7.00, 0.13, -1.96], [-0.05, 0.50, 1.38], [-6.89, -0.58, 0.61]]}

***

2.
{"formula": "C31H25BF6O4S", "method": "the ωB97M-V functional and the def2-TZVPD basis", "charge": 0, "symbols": ["C", "C", "C", "C", "C", "B", "C", "C", "C", "C", "F", "F", "F", "C", "C", "C", "F", "F", "F", "C", "O", "C", "C", "O", "S", "H", "H", "H", "H", "H", "H", "H", "H", "H", "H", "H", "H", "C", "O", "C", "C", "C", "C", "C", "O", "C", "C", "C", "C", "C", "C", "C", "C", "C", "C", "H", "H", "H", "H", "H", "H", "H", "H", "H", "H", "H", "H", "H"], "xyz": [[0.198, -3.064, -7.566], [-0.524, -2.689, -6.336], [-1.836, -2.895, -6.070], [-2.246, -2.421, -4.789], [-1.252, -1.860, -4.081], [-1.340, -1.230, -2.616], [-1.049, -2.351, -1.522], [0.229, -2.604, -1.102], [0.470, -3.612, -0.195], [1.886, -3.885, 0.254], [1.910, -5.017, 0.983], [2.652, -4.016, -0.846], [2.299, -2.840, 0.994], [-0.579, -4.358, 0.294], [-1.866, -4.096, -0.119], [-3.031, -4.895, 0.417], [-3.873, -4.043, 1.030], [-3.641, -5.492, -0.624], [-2.576, -5.815, 1.289], [-2.094, -3.090, -1.031], [-0.318, -0.131, -2.532], [-1.097, 1.029, -2.494], [-2.461, 0.626, -1.916], [-2.716, -0.678, -2.352], [0.224, -1.896, -4.982], [-0.464, -3.554, -8.279], [0.624, -2.186, -8.052], [1.013, -3.752, -7.340], [-2.506, -3.380, -6.764], [-3.255, -2.496, -4.409], [1.050, -2.020, -1.477], [-0.393, -5.153, 0.998], [-3.101, -2.881, -1.344], [-0.563, 1.780, -1.897], [-1.193, 1.392, -3.526], [-2.436, 0.611, -0.818], [-3.293, 1.264, -2.242], [3.285, 8.444, 2.932], [2.187, 7.980, 2.185], [1.858, 6.626, 2.340], [0.765, 6.168, 1.590], [0.343, 4.864, 1.651], [0.999, 3.936, 2.476], [0.616, 2.542, 2.594], [1.372, 1.775, 3.462], [1.061, 0.434, 3.616], [-0.013, -0.164, 2.908], [-0.286, -1.529, 3.104], [0.481, -2.273, 3.974], [1.532, -1.686, 4.667], [1.817, -0.349, 4.489], [-0.760, 0.651, 2.036], [-0.446, 1.974, 1.888], [2.091, 4.395, 3.227], [2.512, 5.701, 3.164], [3.424, 9.502, 2.713], [3.089, 8.333, 3.997], [4.189, 7.909, 2.645], [0.260, 6.878, 0.959], [-0.501, 4.556, 1.060], [-1.099, -1.991, 2.568], [0.268, -3.321, 4.119], [2.130, -2.276, 5.345], [2.630, 0.119, 5.017], [-1.583, 0.221, 1.493], [-1.023, 2.587, 1.223], [2.596, 3.685, 3.862], [3.353, 6.012, 3.756]], "forces_ev_per_a": [[0.47, -0.03, -0.30], [-0.29, 0.11, 0.56], [-0.33, -0.10, 0.02], [-0.36, -0.41, -0.59], [0.31, 0.27, 0.26], [0.20, -0.22, -0.40], [-0.12, 0.85, -0.70], [0.57, -0.28, 0.39], [0.21, -0.19, 0.19], [-2.64, 0.09, -1.17], [1.09, 0.31, 0.11], [0.74, -0.07, 0.90], [1.03, -0.31, 0.26], [0.18, -0.58, 0.60], [-0.09, -0.17, 0.23], [2.17, 1.19, -1.13], [-0.64, -0.79, 0.24], [-0.62, -0.29, 0.86], [-1.07, -0.19, 0.07], [-0.41, -0.48, 0.43], [-0.81, -0.30, 0.86], [0.28, 0.23, -0.28], [-0.42, -0.04, -0.19], [1.00, 0.37, -0.46], [-0.25, -0.11, -0.22], [-0.08, 0.00, 0.04], [0.10, 0.00, -0.11], [0.12, -0.04, -0.10], [-0.03, -0.05, -0.17], [-0.06, 0.02, 0.00], [0.20, 0.25, -0.22], [0.03, -0.10, 0.05], [-0.27, 0.15, -0.21], [-0.24, 0.22, 0.00], [-0.29, 0.32, 0.07], [0.11, 0.35, 0.38], [0.22, 0.22, 0.14], [0.39, 0.19, 0.25], [-0.96, -2.36, -0.04], [0.08, 1.02, -0.27], [0.08, 0.41, -0.05], [0.05, -0.26, 0.13], [0.66, -0.09, 0.58], [0.56, -0.76, 0.66], [-1.55, 0.21, -1.37], [-0.31, -0.48, -0.15], [0.46, 0.40, 0.25], [0.28, -0.20, 0.30], [-0.50, -0.13, -0.37], [0.03, 0.47, -0.14], [0.28, 0.80, -0.01], [0.25, 0.03, 0.17], [0.21, -0.09, 0.25], [-0.32, -0.25, -0.18], [0.26, 0.79, -0.03], [-0.18, -0.14, -0.10], [0.12, -0.02, 0.15], [0.16, -0.03, 0.10], [-0.12, 0.09, -0.14], [-0.14, 0.07, -0.17], [-0.11, -0.03, -0.19], [-0.05, -0.10, -0.05], [0.06, 0.01, 0.04], [0.17, 0.06, 0.12], [-0.23, -0.12, -0.26], [-0.04, 0.14, -0.15], [0.20, 0.10, 0.12], [0.20, 0.02, 0.15]]}

***

3.
{"formula": "C14H28N2O4", "method": "the ωB97M-V functional and the def2-TZVPD basis", "smiles": "CC(C)OCCCNC(=O)C(=O)NCCCOC(C)C", "charge": 0, "symbols": ["C", "C", "C", "O", "C", "C", "C", "N", "C", "O", "C", "O", "N", "C", "C", "C", "O", "C", "C", "C", "H", "H", "H", "H", "H", "H", "H", "H", "H", "H", "H", "H", "H", "H", "H", "H", "H", "H", "H", "H", "H", "H", "H", "H", "H", "H", "H", "H"], "xyz": [[3.249, 1.523, 1.848], [1.934, 1.894, 1.158], [0.768, 1.737, 2.129], [1.627, 1.070, 0.042], [2.443, 1.193, -1.102], [3.534, 0.117, -1.212], [2.950, -1.278, -1.438], [2.011, -1.631, -0.404], [0.711, -1.822, -0.626], [0.171, -1.935, -1.716], [-0.104, -1.869, 0.669], [0.396, -1.650, 1.760], [-1.389, -2.141, 0.422], [-2.472, -1.923, 1.349], [-3.363, -0.781, 0.857], [-2.596, 0.549, 0.802], [-3.265, 1.505, 0.004], [-2.688, 1.834, -1.253], [-1.359, 2.581, -1.110], [-2.539, 0.641, -2.200], [4.104, 1.702, 1.200], [3.229, 0.478, 2.147], [3.369, 2.135, 2.739], [2.000, 2.942, 0.814], [0.638, 0.683, 2.362], [0.966, 2.287, 3.045], [-0.148, 2.112, 1.684], [2.903, 2.190, -1.134], [1.771, 1.097, -1.963], [4.139, 0.106, -0.305], [4.182, 0.367, -2.053], [2.401, -1.320, -2.382], [3.760, -2.016, -1.466], [2.260, -1.458, 0.563], [-1.617, -2.253, -0.561], [-2.023, -1.681, 2.315], [-3.059, -2.842, 1.447], [-3.729, -1.019, -0.143], [-4.228, -0.680, 1.512], [-2.522, 0.966, 1.813], [-1.582, 0.375, 0.435], [-3.434, 2.523, -1.670], [-1.467, 3.394, -0.397], [-0.566, 1.917, -0.773], [-1.072, 2.996, -2.073], [-3.477, 0.094, -2.270], [-1.752, -0.034, -1.872], [-2.279, 1.003, -3.191]], "forces_ev_per_a": [[-0.24, 0.12, -0.34], [-0.03, 0.20, 0.38], [0.25, 0.06, -0.35], [-0.08, -0.09, 0.17], [0.27, 0.02, -0.17], [-0.51, -0.04, 0.10], [0.21, 0.09, -0.26], [0.09, -0.22, 0.36], [0.25, -0.06, -0.07], [-0.05, 0.04, -0.14], [-0.21, -0.10, 0.08], [0.07, 0.05, 0.10], [-0.07, -0.12, -0.44], [-0.21, 0.10, 0.25], [0.33, 0.21, 0.02], [-0.13, -0.18, 0.02], [-0.16, -0.03, 0.16], [0.12, 0.19, -0.34], [-0.40, -0.16, 0.12], [-0.20, 0.24, 0.33], [0.11, -0.02, -0.01], [0.02, -0.15, 0.05], [0.04, 0.06, 0.09], [-0.02, -0.15, 0.03], [-0.01, -0.09, 0.07], [0.00, 0.08, 0.12], [-0.14, 0.05, -0.04], [-0.06, -0.03, -0.02], [0.08, 0.08, 0.01], [0.10, 0.07, -0.01], [0.08, 0.00, 0.00], [0.13, -0.04, 0.06], [-0.12, 0.05, -0.11], [-0.17, -0.02, -0.10], [0.16, 0.04, 0.11], [-0.07, -0.11, -0.02], [0.09, 0.10, 0.11], [-0.05, 0.01, -0.03], [-0.08, -0.03, -0.02], [0.10, -0.07, -0.08], [0.03, 0.04, 0.04], [0.16, -0.10, -0.01], [0.02, 0.10, 0.05], [0.13, -0.05, 0.03], [0.07, 0.05, -0.12], [-0.08, -0.07, -0.05], [0.12, -0.12, 0.01], [0.06, 0.00, -0.12]]}

***

no.,frontier orbital gap (hartree),M (g mol⁻¹)
1,0.37052,88.1
2,0.12882,618.4
3,0.37853,288.4